Entry 1:
{"formula": "NO5S", "method": "ωB97M-V/def2-TZVPD", "elements": ["N", "O", "O", "O", "O", "O", "S"], "coordinates": [[0.791, -0.689, 0.764], [0.702, -1.507, -0.141], [-1.690, -0.142, -0.528], [1.267, -0.942, 1.866], [-0.849, 2.053, -1.325], [0.420, 0.609, 0.544], [-0.641, 0.619, -1.181]], "lowdin_charge": [-0.630, -0.106, -0.424, -0.035, -0.473, -0.131, 0.799], "multiplicity": 3, "e_lumo_ev": [3.69, 0.62], "orbital_gap_ev": [4.44, 5.88], "charge": -1, "e_homo_ev": [-0.75, -5.26], "max_force_ha_per_bohr": 0.0483, "e_tot_ha": -828.928599}

---

Entry 2:
{"formula": "C2N6O4", "method": "ωB97M-V/def2-TZVPD", "elements": ["C", "C", "N", "N", "N", "N", "N", "N", "O", "O", "O", "O"], "coordinates": [[-1.200, -0.142, -0.091], [0.921, 0.165, -0.076], [-1.784, -0.979, 0.735], [-2.002, 0.554, -0.868], [-3.026, -0.792, 0.436], [-3.153, 0.096, -0.508], [1.533, 1.426, -0.028], [1.600, -1.060, 0.093], [2.560, 1.660, -0.590], [0.881, 2.129, 0.727], [2.526, -1.172, 0.845], [1.143, -1.885, -0.676]], "lowdin_charge": [-0.199, 0.278, 0.008, 0.006, -0.058, -0.062, -0.377, -0.376, 0.202, 0.202, 0.190, 0.186], "e_lumo_ev": [-5.76, -5.74], "orbital_gap_ev": [5.05, 5.08], "e_homo_ev": [-10.81, -10.83], "max_force_ha_per_bohr": 0.1328, "e_tot_ha": -705.159799}

---

Entry 3:
{"formula": "C3H5ClN2", "method": "ωB97M-V/def2-TZVPD", "elements": ["C", "C", "C", "N", "N", "Cl", "H", "H", "H", "H", "H"], "coordinates": [[-1.360, 0.136, 0.118], [0.728, 0.344, -1.349], [-0.016, 0.456, -0.050], [-2.461, -0.203, 0.266], [0.315, -1.051, 1.605], [0.397, 1.926, 0.801], [1.681, 0.886, -1.322], [0.931, -0.716, -1.377], [0.141, 0.680, -2.150], [-0.294, -0.582, 2.270], [-0.061, -1.876, 1.189]], "lowdin_charge": [-0.362, -0.094, -0.704, 0.170, 0.077, 0.689, 0.083, 0.086, 0.073, -0.004, -0.014], "e_lumo_ev": [-0.71, -1.04], "orbital_gap_ev": [8.51, 9.06], "e_homo_ev": [-9.21, -10.11], "max_force_ha_per_bohr": 0.0641, "e_tot_ha": -686.884376}

---

Entry 4:
{"formula": "C4H7NOS", "method": "ωB97M-V/def2-TZVPD", "elements": ["C", "C", "C", "C", "N", "O", "S", "H", "H", "H", "H", "H", "H", "H"], "coordinates": [[2.597, 1.348, 1.184], [-0.775, -0.966, 0.085], [-1.553, -1.156, -1.190], [-0.752, 0.166, -0.876], [1.390, 0.954, 1.092], [0.537, 1.319, 2.077], [3.977, 1.770, 1.698], [-1.317, -0.892, 0.956], [0.104, -1.488, 0.225], [-1.230, -1.774, -2.059], [-2.730, -1.265, -1.153], [0.058, 0.317, -1.614], [0.849, 0.530, 0.327], [-1.155, 1.138, -0.752]], "lowdin_charge": [-0.640, -0.196, -0.131, -0.184, -0.171, -0.185, 0.843, 0.086, 0.079, 0.092, 0.129, 0.106, 0.086, 0.087], "e_lumo_ev": -1.05, "orbital_gap_ev": 7.15, "e_homo_ev": -8.20, "max_force_ha_per_bohr": 0.0532, "e_tot_ha": -684.590396}

---

Entry 5:
{"formula": "C2H5BrClN", "method": "ωB97M-V/def2-TZVPD", "elements": ["C", "C", "N", "Cl", "Br", "H", "H", "H", "H", "H"], "coordinates": [[0.619, -0.358, 1.043], [0.214, -0.484, -0.405], [-0.886, 0.855, -0.482], [-0.229, 1.981, -1.698], [-2.645, 0.538, -0.731], [0.505, 0.724, 1.245], [0.096, -1.101, 1.695], [1.634, -0.542, 1.022], [0.929, -0.230, -1.076], [-0.238, -1.383, -0.613]], "lowdin_charge": [-0.105, -0.214, -1.045, 0.446, 0.605, 0.086, 0.097, 0.039, 0.030, 0.062], "e_lumo_ev": 0.12, "orbital_gap_ev": 9.13, "e_homo_ev": -9.01, "max_force_ha_per_bohr": 0.1071, "e_tot_ha": -3168.043095}

---

Entry 6:
{"formula": "C39H52Br2N8NaO5Si", "method": "ωB97M-V/def2-TZVPD", "elements": ["Na", "Br", "C", "C", "C", "C", "O", "C", "C", "N", "C", "C", "C", "C", "C", "C", "C", "C", "N", "C", "C", "H", "H", "H", "H", "H", "H", "H", "H", "H", "H", "O", "C", "C", "C", "C", "C", "C", "C", "O", "N", "O", "O", "H", "H", "H", "H", "C", "N", "C", "C", "N", "N", "C", "N", "N", "H", "H", "H", "H", "H", "H", "H", "H", "H", "H", "H", "C", "C", "C", "C", "Si", "Br", "C", "C", "C", "C", "C", "C", "C", "C", "H", "H", "H", "H", "H", "H", "H", "H", "H", "H", "H", "H", "H", "H", "H", "H", "H", "H", "H", "H", "H", "H", "H", "H", "H", "H", "H"], "coordinates": [[1.674, -0.684, -0.194], [1.601, 1.288, 7.439], [1.628, 0.980, 5.555], [0.820, 1.764, 4.713], [0.852, 1.567, 3.355], [1.738, 0.617, 2.726], [1.829, 0.523, 1.473], [2.447, -0.250, 3.641], [3.078, -1.474, 3.183], [3.097, -1.872, 1.971], [3.635, -3.121, 1.640], [4.745, -3.685, 2.223], [5.226, -4.951, 1.816], [4.612, -5.644, 0.814], [3.487, -5.081, 0.160], [2.828, -5.723, -0.916], [1.756, -5.126, -1.506], [1.331, -3.871, -1.018], [1.910, -3.242, -0.026], [2.989, -3.826, 0.569], [2.400, -0.021, 5.029], [0.166, 2.513, 5.147], [0.218, 2.147, 2.691], [3.459, -2.130, 3.982], [5.277, -3.130, 2.987], [6.097, -5.368, 2.306], [4.978, -6.615, 0.496], [3.200, -6.680, -1.266], [1.247, -5.579, -2.346], [0.482, -3.368, -1.481], [2.970, -0.673, 5.687], [1.385, 0.058, -2.247], [1.130, -0.411, -3.344], [1.782, -1.547, -3.957], [1.295, -1.962, -5.187], [1.851, -3.032, -5.850], [2.962, -3.719, -5.286], [3.467, -3.341, -4.086], [2.907, -2.238, -3.312], [3.357, -1.935, -2.198], [1.305, -3.447, -7.114], [1.833, -4.385, -7.702], [0.318, -2.865, -7.554], [0.314, 0.034, -3.954], [0.453, -1.446, -5.639], [3.387, -4.543, -5.843], [4.315, -3.856, -3.647], [-2.784, -3.072, 3.684], [-1.402, -2.885, 3.266], [-0.596, -2.196, 4.261], [-1.161, -2.505, 1.938], [-0.433, -1.558, 1.543], [-1.769, -3.419, 1.037], [-1.926, -3.269, -0.343], [-2.047, -4.513, -0.967], [-1.954, -2.140, -0.929], [-2.808, -3.680, 4.588], [-3.361, -3.572, 2.912], [-3.273, -2.114, 3.906], [-0.658, -2.744, 5.201], [-0.930, -1.165, 4.438], [0.445, -2.167, 3.947], [-0.096, -0.954, 2.287], [-1.694, -4.368, 1.358], [-2.343, -5.304, -0.422], [-2.415, -4.490, -1.900], [-2.102, -2.255, -1.928], [-0.889, 6.196, 0.265], [-0.337, 4.783, 0.007], [0.407, 4.295, 1.265], [0.716, 4.862, -1.112], [-1.733, 3.569, -0.466], [-0.876, 1.515, -0.226], [-2.245, 3.677, -2.315], [-3.502, 2.824, -2.560], [-2.547, 5.122, -2.747], [-1.149, 3.105, -3.240], [-3.229, 3.650, 0.734], [-2.752, 3.824, 2.186], [-4.054, 2.349, 0.706], [-4.155, 4.826, 0.379], [-0.049, 6.880, 0.442], [-1.531, 6.233, 1.149], [-1.461, 6.588, -0.583], [1.194, 5.021, 1.513], [0.887, 3.325, 1.101], [-0.241, 4.204, 2.137], [1.570, 5.449, -0.749], [0.337, 5.358, -2.009], [1.088, 3.871, -1.391], [-4.382, 3.212, -2.041], [-3.350, 1.783, -2.254], [-3.728, 2.829, -3.635], [-3.345, 5.580, -2.155], [-2.871, 5.122, -3.797], [-1.666, 5.765, -2.679], [-0.831, 2.105, -2.932], [-0.264, 3.737, -3.288], [-1.555, 3.032, -4.259], [-2.045, 3.042, 2.477], [-3.621, 3.747, 2.853], [-2.287, 4.795, 2.365], [-3.458, 1.487, 1.013], [-4.472, 2.126, -0.276], [-4.892, 2.454, 1.409], [-3.627, 5.785, 0.358], [-4.948, 4.902, 1.135], [-4.641, 4.689, -0.591]], "lowdin_charge": [0.280, 0.646, -0.719, -0.139, -0.021, -0.400, -0.131, -0.149, -0.104, 0.126, -0.191, -0.029, -0.090, -0.057, -0.156, -0.022, -0.051, -0.137, 0.130, -0.141, -0.124, 0.094, 0.058, 0.120, 0.104, 0.096, 0.104, 0.112, 0.105, 0.099, 0.101, -0.041, -0.210, -0.119, 0.021, -0.184, -0.021, -0.013, -0.390, 0.010, -0.382, 0.021, 0.019, 0.120, 0.120, 0.107, 0.109, -0.077, -0.178, -0.065, -0.432, 0.221, 0.116, -0.555, 0.119, 0.136, 0.080, 0.072, 0.089, 0.088, 0.098, 0.077, 0.036, 0.127, 0.081, 0.089, 0.043, -0.093, -0.619, -0.120, -0.098, 0.439, 0.656, -0.620, -0.110, -0.093, -0.113, -0.621, -0.102, -0.119, -0.094, 0.086, 0.060, 0.066, 0.092, 0.047, 0.051, 0.087, 0.062, 0.083, 0.057, 0.078, 0.084, 0.065, 0.085, 0.061, 0.032, 0.063, 0.085, 0.068, 0.086, 0.062, 0.051, 0.056, 0.083, 0.066, 0.085, 0.060], "e_lumo_ev": 1.86, "orbital_gap_ev": 6.56, "charge": -1, "e_homo_ev": -4.70, "max_force_ha_per_bohr": 0.0218, "e_tot_ha": -7931.558356}